1.
Computed, not measured: the molecule C3H3N3 at a distorted geometry, with the ωB97M-V functional and the def2-TZVPD basis.

Output
- structure (SMILES) = c1cnncn1
- molecular weight (g/mol) = 81.078
- relative energy (zero: lowest compared OMol25 entry of this formula, charge and spin) (kcal/mol) = 59.2
- calculated total energy (eV) = -7626.9804
- HOMO-LUMO gap (eV) = 9.5
- 2S+1 = 1

Geometry as XYZ:
```
9
Properties=species:S:1:pos:R:3:forces:R:3
N 0.83901 -0.75192 -1.01425 -1.71 -2.16 0.11
H 1.14640 1.96704 0.41193 3.97 6.68 1.43
N -0.41213 1.03801 0.71718 0.99 0.58 0.69
C -0.91775 -0.10950 0.51468 -2.83 -5.04 -1.38
C -0.26207 -1.04448 -0.31459 1.69 2.36 -0.24
N 1.40140 0.36957 -0.74941 1.15 1.59 1.00
H -0.66596 -1.95929 -0.50363 -1.12 -2.45 -0.44
C 0.83728 1.11136 0.17526 -4.00 -3.87 -1.52
H -1.96618 -0.62078 0.76285 1.86 2.31 0.35
```
Positions in Å, forces in eV/Å.

=====

2.
Computed, not measured: the molecule C3H3N3 at a distorted geometry, with the ωB97M-V functional and the def2-TZVPD basis.

Output
- molecular weight (g/mol) = 81.078
- relative energy (zero: lowest compared OMol25 entry of this formula, charge and spin) (kcal/mol) = 96.0
- calculated total energy (eV) = -7625.3882
- HOMO-LUMO gap (eV) = 7.9
- 2S+1 = 1

Geometry as XYZ:
```
9
Properties=species:S:1:pos:R:3:forces:R:3
H -2.59820 0.34595 -0.72453 0.89 0.45 0.28
N 1.24329 1.50842 -0.00762 0.36 1.67 0.69
H -1.89731 1.01747 0.84454 -0.73 1.26 2.25
C -1.79884 0.39716 0.04012 -1.66 -0.28 -2.42
N 0.18738 -1.10885 -0.00188 -0.37 -0.37 0.71
C 1.53009 -0.77630 0.03459 2.16 -3.77 -1.03
C -0.72551 -0.29786 -0.03913 0.96 -1.77 -0.19
N 1.71453 0.48113 0.07815 0.06 0.86 -1.32
H 2.34457 -1.56712 -0.22423 -1.68 1.96 1.03
```
Positions in Å, forces in eV/Å.